{
  "formula": "C5H11NO2",
  "method": "ωB97M-V/def2-TZVPD",
  "homo_energy_ha": [-0.10289, -0.10277],
  "orbital_gap_ev": [6.51, 6.08],
  "e_lumo_ha": [0.1365, 0.1207],
  "e_above_lowest_ev": 1.519,
  "spin_multiplicity": 2,
  "total_charge": -1,
  "species": ["C", "N", "C", "O", "O", "C", "C", "C", "H", "H", "H", "H", "H", "H", "H", "H", "H", "H", "H"],
  "positions_angstrom": [[-1.5282, 0.2957, 0.9595], [-2.1718, 1.2134, 0.0204], [-1.4392, 2.1136, -0.6987], [2.3953, -0.8959, 1.5857], [-1.7826, 2.5649, -1.7757], [-0.1129, -0.0599, 0.7593], [0.0544, -0.7805, -0.6070], [1.4877, -1.2164, -0.9001], [3.1905, -1.2272, 2.0309], [-2.0487, 0.4855, 1.8944], [-2.8948, 0.7870, -0.5471], [-0.5386, 2.4447, -0.1639], [0.6441, 0.7284, 0.7257], [0.1778, -0.7311, 1.5586], [-0.2969, -0.0924, -1.3803], [-0.6103, -1.6564, -0.5988], [2.0957, -0.3371, -1.1046], [1.9218, -1.7182, -0.0132], [1.4566, -1.9181, -1.7454]],
  "mulliken_spin": [0.784, 0.004, 0.024, 0.005, 0.027, -0.027, 0.079, 0.005, 0.000, 0.029, 0.017, -0.003, 0.067, 0.009, -0.001, -0.018, 0.001, 0.001, 0.000]
}